[1]
Entry from OMol25: the molecule C7H13N at a distorted geometry (wB97M-V/def2-TZVPD).

Properties
SMILES: C=C/C=C(/C)CCN
Relative energy (zero: lowest compared OMol25 entry of this formula, charge and spin), eV: 1.783
Gap between HOMO and LUMO, eV: 9.3

CARTESIAN COORDINATES (ANGSTROEM)
N  -1.591  0.140  -1.540
C  -1.654  -1.050  -0.665
C  0.827  -0.552  0.011
C  2.019  -1.249  -0.559
C  -0.384  -1.456  0.156
C  0.042  2.698  1.595
C  -0.183  1.515  1.010
C  0.884  0.710  0.458
H  -1.162  1.084  1.213
H  1.774  1.324  0.317
H  -2.535  -0.816  -0.061
H  2.192  -2.237  -0.140
H  -1.885  -1.870  -1.347
H  -0.664  3.340  2.105
H  1.941  -1.359  -1.641
H  -2.110  0.903  -1.160
H  -0.734  0.230  -2.053
H  2.930  -0.665  -0.386
H  0.977  3.227  1.404
H  -0.582  -1.420  1.247
H  -0.103  -2.497  0.036

=====

[2]
Entry from OMol25: a cluster of 10 separate species, H22NO9 in total at a distorted geometry (wB97M-V/def2-TZVPD).

Properties
Charge: +1
Relative energy (zero: lowest compared OMol25 entry of this formula, charge and spin), eV: 4.453
Gap between HOMO and LUMO, eV: 10.0

CARTESIAN COORDINATES (ANGSTROEM)
O  25.653  29.590  39.324
O  28.191  33.628  39.556
O  27.589  30.187  40.899
O  29.021  30.962  34.298
O  24.684  30.133  36.042
O  29.907  32.779  37.115
O  28.225  27.694  36.879
O  29.807  29.729  39.148
O  25.285  30.768  33.409
N  27.620  30.687  37.219
H  26.998  29.870  40.147
H  30.386  33.088  36.443
H  24.838  30.171  39.586
H  30.341  29.051  39.633
H  28.215  33.572  40.554
H  27.480  29.762  37.561
H  26.890  31.124  36.690
H  29.686  31.382  33.878
H  30.378  30.264  38.729
H  24.111  30.355  36.753
H  28.438  30.271  33.924
H  28.483  30.225  40.564
H  28.087  31.252  37.929
H  25.188  28.612  39.391
H  24.459  29.257  36.112
H  29.096  33.911  39.320
H  27.580  27.037  36.937
H  29.116  27.477  37.235
H  25.155  30.552  34.425
H  29.642  33.590  37.372
H  28.370  30.410  36.661
H  25.932  30.203  33.104